No. 1
{
  "formula": "C20H40O19Rb2SY",
  "method": "ωB97M-V/def2-TZVPD",
  "species": ["Rb", "Rb", "Y", "S", "O", "O", "O", "O", "C", "C", "O", "C", "O", "O", "C", "H", "H", "H", "H", "H", "H", "H", "H", "C", "C", "O", "C", "O", "O", "C", "H", "H", "H", "H", "H", "H", "H", "H", "C", "C", "O", "C", "O", "O", "C", "H", "H", "H", "H", "H", "H", "H", "H", "C", "C", "O", "C", "O", "O", "C", "H", "H", "H", "H", "H", "H", "H", "H", "C", "C", "O", "C", "O", "O", "C", "H", "H", "H", "H", "H", "H", "H", "H"],
  "positions_angstrom": [[-6.25, 1.14, 2.52], [-3.25, 4.32, 3.76], [-0.09, 0.13, -0.08], [-2.28, 1.16, 1.53], [-2.08, 1.03, 0.05], [-2.29, 2.57, 1.90], [-3.49, 0.47, 1.93], [-1.02, 0.51, 1.92], [-1.05, -3.25, -4.96], [-1.08, -2.28, -3.79], [-1.42, -0.95, -4.19], [-1.44, 0.05, -3.36], [-0.96, 0.12, -2.24], [-2.10, 1.01, -4.00], [-2.16, 2.30, -3.39], [-0.53, -2.86, -5.83], [-2.06, -3.43, -5.33], [-0.59, -4.20, -4.69], [-0.09, -2.28, -3.31], [-1.73, -2.59, -2.96], [-2.95, 2.88, -3.85], [-1.20, 2.79, -3.26], [-2.39, 2.16, -2.33], [-1.42, -1.32, 4.61], [-1.09, -2.22, 3.43], [0.34, -2.43, 3.54], [1.11, -2.02, 2.54], [0.75, -1.46, 1.52], [2.35, -2.29, 2.86], [3.31, -2.14, 1.84], [-0.93, -1.66, 5.52], [-2.47, -1.45, 4.89], [-1.33, -0.25, 4.46], [-1.47, -1.78, 2.51], [-1.55, -3.21, 3.49], [3.31, -1.16, 1.37], [3.10, -2.80, 0.99], [4.30, -2.34, 2.24], [5.38, 0.91, 0.90], [4.28, 1.98, 0.73], [3.61, 2.28, 1.97], [2.37, 1.92, 2.15], [1.63, 1.34, 1.37], [1.96, 2.45, 3.28], [0.67, 2.24, 3.78], [5.98, 1.39, 1.67], [6.00, 0.88, 0.00], [5.08, -0.09, 1.19], [3.57, 1.66, -0.04], [4.81, 2.84, 0.35], [0.27, 1.28, 3.45], [-0.03, 2.96, 3.35], [0.71, 2.32, 4.87], [-0.51, -5.79, 0.34], [-0.62, -4.30, 0.23], [-1.92, -3.89, -0.22], [-2.31, -2.65, -0.25], [-1.66, -1.65, 0.07], [-3.47, -2.61, -0.86], [-4.10, -1.33, -1.00], [0.49, -6.10, 0.64], [-0.55, -6.28, -0.64], [-1.23, -6.15, 1.07], [0.16, -3.96, -0.45], [-0.42, -3.84, 1.21], [-5.14, -1.58, -1.19], [-3.77, -0.76, -1.87], [-3.94, -0.63, -0.18], [2.89, 3.13, -3.91], [2.07, 2.56, -2.79], [1.28, 3.63, -2.27], [0.55, 3.45, -1.20], [0.04, 2.42, -0.82], [0.23, 4.68, -0.76], [-0.77, 4.85, 0.22], [2.31, 3.55, -4.72], [3.47, 2.33, -4.37], [3.59, 3.84, -3.48], [2.82, 2.24, -2.06], [1.48, 1.69, -3.10], [-1.76, 4.57, -0.16], [-0.79, 5.86, 0.61], [-0.52, 4.11, 1.00]],
  "e_homo_ev": -17.5,
  "total_charge": 3,
  "total_energy_ha": -2699.79568,
  "orbital_gap_ev": 9.48
}

=====

No. 2
{
  "formula": "C29H24AlAsN4S6",
  "method": "ωB97M-V/def2-TZVPD",
  "species": ["Al", "S", "C", "C", "C", "C", "C", "C", "As", "C", "C", "C", "C", "C", "C", "C", "C", "C", "C", "C", "C", "H", "H", "H", "H", "H", "H", "H", "H", "H", "H", "H", "H", "H", "H", "S", "C", "S", "C", "C", "S", "S", "S", "N", "C", "C", "N", "C", "H", "H", "H", "H", "N", "C", "C", "C", "N", "C", "C", "H", "H", "H", "H", "H", "H"],
  "positions_angstrom": [[2.13, -0.10, -2.00], [1.85, 2.01, -2.09], [0.12, 2.45, -2.26], [-0.16, 3.49, -3.18], [-1.45, 4.01, -3.31], [-2.48, 3.49, -2.59], [-2.25, 2.49, -1.68], [-0.99, 1.96, -1.54], [-0.88, 0.31, -0.53], [-1.50, 1.13, 1.25], [-1.72, 2.50, 1.47], [-2.10, 2.98, 2.74], [-2.41, 2.11, 3.76], [-2.18, 0.78, 3.52], [-1.60, 0.30, 2.38], [-2.60, -0.63, -0.79], [-3.18, -0.77, -2.06], [-4.33, -1.58, -2.24], [-4.97, -2.16, -1.15], [-4.41, -1.99, 0.10], [-3.25, -1.30, 0.30], [0.64, 3.85, -3.86], [-1.65, 4.87, -3.95], [-3.44, 4.02, -2.74], [-3.09, 2.20, -1.09], [-1.54, 3.23, 0.64], [-2.12, 4.05, 2.89], [-2.78, 2.49, 4.74], [-2.48, -0.01, 4.25], [-1.24, -0.70, 2.32], [-2.72, -0.31, -2.92], [-4.77, -1.72, -3.24], [-5.91, -2.73, -1.27], [-4.93, -2.36, 0.96], [-2.82, -1.33, 1.30], [-2.35, -5.44, 7.68], [-2.05, -4.20, 6.68], [-2.89, -3.85, 5.15], [-2.13, -2.34, 4.75], [-0.96, -2.26, 5.43], [0.19, -1.27, 4.70], [-0.81, -3.02, 7.05], [0.00, -0.70, -2.38], [4.22, -0.18, -5.27], [3.03, -0.88, -5.66], [2.46, -1.25, -4.51], [3.29, -0.81, -3.38], [4.38, -0.27, -3.93], [4.99, 0.07, -5.87], [2.70, -0.97, -6.71], [1.53, -1.81, -4.37], [5.20, 0.25, -3.40], [5.91, -0.52, 2.55], [4.80, -0.69, 1.82], [4.77, -1.67, 0.77], [3.89, -1.49, -0.27], [2.97, -0.45, -0.28], [2.79, 0.26, 0.84], [3.69, 0.18, 1.86], [6.72, -1.10, 2.23], [6.08, 0.32, 3.07], [5.37, -2.56, 0.78], [3.89, -2.10, -1.17], [1.98, 0.98, 0.93], [3.59, 0.78, 2.78]],
  "e_homo_ev": [-6.1, -5.4],
  "total_charge": 0,
  "total_energy_ha": -6205.74673,
  "relative_energy_kcal_mol": 162.8,
  "orbital_gap_ev": [5.14, 4.44]
}

=====

No. 3
{
  "formula": "C3H7I2N2O2P",
  "method": "ωB97M-V/def2-TZVPD",
  "species": ["C", "C", "C", "N", "N", "O", "O", "P", "I", "I", "H", "H", "H", "H", "H", "H", "H"],
  "positions_angstrom": [[-1.87, 1.60, -0.38], [-2.11, 0.53, 0.75], [1.63, -0.98, 0.21], [-0.87, -0.11, 0.76], [2.92, -0.72, -0.41], [-2.70, 2.45, -0.58], [-0.72, 1.43, -0.89], [0.33, 0.08, -0.33], [-3.54, -0.85, -0.13], [1.08, -3.07, -0.27], [-2.55, 0.90, 1.66], [1.78, -1.05, 1.30], [-0.83, -0.90, 1.40], [2.69, 0.12, -1.04], [-0.13, -0.33, -1.66], [3.59, -0.24, 0.24], [1.31, 1.14, -0.61]],
  "e_homo_ev": -9.5,
  "total_charge": 0,
  "total_energy_ha": -1315.20180,
  "relative_energy_kcal_mol": 12.5,
  "orbital_gap_ev": 9.18
}